(1)
Molecular formula: C3H7BrN3
Method: DFT, the ωB97M-V functional and the def2-TZVPD basis

```
14
C3H7BrN3 the ωB97M-V functional and the def2-TZVPD basis
N 0.56 2.31 -0.03
C 0.20 1.05 -0.24
N -0.80 0.57 -0.91
N -0.80 -0.86 -0.87
C 0.13 -1.42 0.19
C 0.98 0.13 0.60
Br 2.79 -0.11 -0.12
H 1.23 2.31 0.67
H 0.22 3.18 -0.45
H -0.52 -1.07 -1.86
H -1.83 -1.25 -0.65
H 0.88 -2.14 -0.24
H -0.35 -1.79 1.10
H 1.05 0.48 1.68
```

F_max: 4.2 eV/Å
Total charge: +1
Energy above the lowest of the compared OMol25 structures with the same formula, charge and spin: 143.3 kJ/mol
Molar mass: 165.01 g/mol
Kohn-Sham gap: 10.807 eV
SMILES: NC1=N[NH2+]C[C@H]1Br
Lowest unoccupied orbital energy: -3.51 eV
HOMO level: -14.3 eV

Population analysis type Löwdin, resulting atomic charges in e:
1 N 0.19
2 C -0.50
3 N 0.10
4 N 0.00
5 C -0.04
6 C -0.52
7 Br 0.76
8 H 0.07
9 H 0.16
10 H 0.20
11 H 0.24
12 H 0.11
13 H 0.12
14 H 0.13

***

(2)
Molecular formula: C3H7BrNS
Method: DFT, the ωB97M-V functional and the def2-TZVPD basis

```
13
C3H7BrNS the ωB97M-V functional and the def2-TZVPD basis
C 0.15 1.32 0.07
C 0.40 -0.18 0.45
C 0.17 -0.22 -1.91
N -0.52 -0.78 1.39
S 0.75 1.43 -1.66
Br 1.08 -1.31 -3.08
H -0.97 1.59 0.32
H 0.75 2.12 0.54
H 1.50 -0.19 0.66
H -0.84 -0.51 -1.71
H -0.16 -1.04 2.30
H -0.87 -1.83 1.13
H -1.47 -0.40 1.50
```

F_max: 4.9 eV/Å
Total charge: +1
Energy above the lowest of the compared OMol25 structures with the same formula, charge and spin: 325.6 kJ/mol
Molar mass: 169.07 g/mol
Kohn-Sham gap (alpha / beta): 7.453 / 7.435 eV
Lowest unoccupied orbital energy (alpha / beta): -4.81 / -4.82 eV
HOMO level (alpha / beta): -12.3 / -12.3 eV

Population analysis type Löwdin, resulting atomic charges in e:
1 C -0.49
2 C -0.25
3 C -0.94
4 N 0.12
5 S 0.86
6 Br 0.81
7 H 0.12
8 H 0.06
9 H 0.13
10 H 0.01
11 H 0.16
12 H 0.24
13 H 0.17

***

(3)
Molecular formula: C3H7BrO2
Method: DFT, the ωB97M-V functional and the def2-TZVPD basis

```
13
C3H7BrO2 the ωB97M-V functional and the def2-TZVPD basis
C 1.79 -0.27 -0.90
C -1.62 -0.46 1.14
C -0.03 0.29 0.28
O -0.52 1.47 -0.32
O 0.53 -0.65 -0.56
Br -2.98 -0.31 -0.23
H 2.58 -0.95 -0.34
H 1.97 0.74 -0.71
H 2.00 -0.53 -1.95
H -1.64 0.40 2.00
H -1.42 -1.51 1.35
H 0.60 0.52 1.16
H -1.28 1.25 -0.93
```

F_max: 5.2 eV/Å
Total charge: 0
Energy above the lowest of the compared OMol25 structures with the same formula, charge and spin: 236.0 kJ/mol
Molar mass: 154.99 g/mol
Kohn-Sham gap: 10.266 eV
Lowest unoccupied orbital energy: 0.81 eV
HOMO level: -9.5 eV

Population analysis type Löwdin, resulting atomic charges in e:
1 C -0.14
2 C -0.49
3 C -0.40
4 O -0.08
5 O -0.13
6 Br 0.65
7 H 0.13
8 H 0.07
9 H 0.09
10 H 0.10
11 H 0.02
12 H 0.14
13 H 0.04

***

(4)
Molecular formula: C3H7BrO2
Method: DFT, the ωB97M-V functional and the def2-TZVPD basis

```
13
C3H7BrO2 the ωB97M-V functional and the def2-TZVPD basis
C 3.36 0.92 0.12
C 2.05 1.07 0.03
C -1.34 -1.50 -0.04
O -2.36 -1.74 0.57
O -1.18 -0.68 -1.08
Br -4.42 0.64 -0.01
H -0.53 -2.18 0.28
H 4.01 1.23 0.90
H 3.88 0.61 -0.73
H 1.61 1.42 0.97
H 1.52 1.02 -0.83
H -4.57 -0.55 0.83
H -2.05 -0.26 -1.02
```

F_max: 9.4 eV/Å
Total charge: 0
Energy above the lowest of the compared OMol25 structures with the same formula, charge and spin: 0.0 kJ/mol
Molar mass: 154.99 g/mol
Kohn-Sham gap (alpha / beta): 6.247 / 8.248 eV
Multiplicity: 3
<S²>: 2.00
Lowest unoccupied orbital energy (alpha / beta): 0.62 / -2.25 eV
HOMO level (alpha / beta): -5.6 / -10.5 eV

Population analysis type Löwdin, resulting atomic charges in e:
1 C -0.09
2 C -0.07
3 C -0.39
4 O -0.03
5 O 0.08
6 Br 0.36
7 H 0.14
8 H 0.05
9 H 0.03
10 H 0.07
11 H 0.02
12 H -0.21
13 H 0.04

***

(5)
Molecular formula: C3H7BrS3
Method: DFT, the ωB97M-V functional and the def2-TZVPD basis

```
14
C3H7BrS3 the ωB97M-V functional and the def2-TZVPD basis
C -0.11 1.89 0.84
C -0.24 0.45 1.11
C 0.20 -0.77 -0.51
S -1.01 -2.14 -0.34
S 1.88 -1.29 -0.02
S -0.08 0.24 -1.89
Br 0.78 -0.07 2.58
H 0.97 2.13 0.99
H -0.66 2.42 1.40
H -0.37 2.23 -0.26
H -1.29 -0.03 1.09
H -1.83 -1.88 -1.40
H 1.75 -2.31 -0.91
H 0.01 -0.87 -2.67
```

F_max: 7.7 eV/Å
Total charge: 0
Energy above the lowest of the compared OMol25 structures with the same formula, charge and spin: 158.3 kJ/mol
Molar mass: 219.19 g/mol
Kohn-Sham gap: 9.285 eV
Lowest unoccupied orbital energy: 0.43 eV
HOMO level: -8.9 eV

Population analysis type Löwdin, resulting atomic charges in e:
1 C -0.22
2 C -0.80
3 C -1.49
4 S 0.64
5 S 0.58
6 S 0.68
7 Br 0.72
8 H 0.08
9 H 0.00
10 H 0.09
11 H 0.06
12 H -0.12
13 H -0.13
14 H -0.10

***

(6)
Molecular formula: C3H7Cl2N
Method: DFT, the ωB97M-V functional and the def2-TZVPD basis

```
13
C3H7Cl2N the ωB97M-V functional and the def2-TZVPD basis
Cl 0.34 0.89 -0.18
C 1.43 3.84 0.00
N 2.58 3.01 -0.38
C 3.13 3.18 -1.73
C 3.03 2.10 0.44
Cl 4.37 1.12 0.12
H 1.72 4.89 0.00
H 0.62 3.67 -0.71
H 1.11 3.51 0.98
H 2.58 4.00 -2.19
H 4.19 3.43 -1.68
H 2.99 2.27 -2.32
H 2.49 1.87 1.36
```

F_max: 1.6 eV/Å
Total charge: 0
Energy above the lowest of the compared OMol25 structures with the same formula, charge and spin: 131.9 kJ/mol
Molar mass: 128.00 g/mol
Kohn-Sham gap: 7.131 eV
Lowest unoccupied orbital energy: -0.74 eV
HOMO level: -7.9 eV

Population analysis type Löwdin, resulting atomic charges in e:
1 Cl -0.45
2 C -0.08
3 N -0.26
4 C -0.04
5 C -0.58
6 Cl 0.78
7 H 0.10
8 H 0.07
9 H 0.08
10 H 0.10
11 H 0.09
12 H 0.11
13 H 0.07

***

(7)
Molecular formula: C3H7ClCrNO
Method: DFT, the ωB97M-V functional and the def2-TZVPD basis

```
14
C3H7ClCrNO the ωB97M-V functional and the def2-TZVPD basis
Cr 5.36 -1.81 2.60
Cl 3.94 0.08 1.80
C -2.22 -0.25 -1.60
C -1.25 -0.47 -0.43
O -1.26 -1.50 0.16
N -0.41 0.62 -0.20
C 0.64 0.55 0.81
H -1.66 0.07 -2.47
H -2.74 0.68 -1.37
H -2.83 -1.14 -1.77
H -0.39 1.36 -0.88
H 1.61 0.39 0.36
H 0.44 -0.09 1.67
H 0.78 1.51 1.31
```

F_max: 3.5 eV/Å
Total charge: +1
Energy above the lowest of the compared OMol25 structures with the same formula, charge and spin: 62.4 kJ/mol
Molar mass: 160.54 g/mol
Kohn-Sham gap (alpha / beta): 4.225 / 6.392 eV
Multiplicity: 9
<S²>: 20.03
Lowest unoccupied orbital energy (alpha / beta): -3.67 / -9.55 eV
HOMO level (alpha / beta): -7.9 / -15.9 eV

Population analysis type Löwdin, resulting atomic charges in e:
1 Cr -0.09
2 Cl 0.21
3 C 0.05
4 C -0.41
5 O 0.29
6 N 0.19
7 C -0.03
8 H 0.10
9 H 0.11
10 H 0.11
11 H 0.18
12 H 0.06
13 H 0.12
14 H 0.12

***

(8)
Molecular formula: C3H7ClN
Method: DFT, the ωB97M-V functional and the def2-TZVPD basis

```
12
C3H7ClN the ωB97M-V functional and the def2-TZVPD basis
N 0.14 1.54 -1.28
C -0.21 0.11 -1.01
C -0.09 -0.35 0.37
C -0.25 -1.68 1.50
Cl 1.29 -1.75 2.36
H 0.09 2.16 -0.41
H -0.57 2.05 -1.90
H 1.10 1.95 -1.47
H -0.22 -0.39 -2.02
H 0.18 0.45 0.96
H -1.17 -1.54 2.08
H -0.31 -2.56 0.82
```

F_max: 4.5 eV/Å
Total charge: +1
Energy above the lowest of the compared OMol25 structures with the same formula, charge and spin: 251.5 kJ/mol
Molar mass: 92.55 g/mol
Kohn-Sham gap: 10.434 eV
SMILES: [NH3+]/C=C/CCl
Lowest unoccupied orbital energy: -4.10 eV
HOMO level: -14.5 eV

Population analysis type Löwdin, resulting atomic charges in e:
1 N 0.10
2 C -0.06
3 C 0.00
4 C -0.52
5 Cl 0.60
6 H 0.19
7 H 0.20
8 H 0.19
9 H 0.13
10 H 0.03
11 H 0.08
12 H 0.07

***

(9)
Molecular formula: C3H7ClN2O
Method: DFT, the ωB97M-V functional and the def2-TZVPD basis

```
14
C3H7ClN2O the ωB97M-V functional and the def2-TZVPD basis
C -0.32 -1.85 -0.59
C -0.21 -0.84 0.46
C 0.61 0.37 0.12
N 0.85 1.08 1.28
N -0.94 1.70 -0.84
O 0.53 -2.01 0.54
Cl 2.03 0.31 -0.80
H -1.03 -2.63 -0.47
H 0.30 -1.91 -1.56
H -1.02 -0.48 1.23
H 0.13 1.59 1.75
H 1.55 1.81 1.28
H -0.63 1.56 -1.79
H -1.83 1.29 -0.62
```

F_max: 3.9 eV/Å
Total charge: 0
Energy above the lowest of the compared OMol25 structures with the same formula, charge and spin: 392.6 kJ/mol
Molar mass: 122.55 g/mol
Kohn-Sham gap (alpha / beta): 8.894 / 8.892 eV
Lowest unoccupied orbital energy (alpha / beta): 0.48 / 0.48 eV
HOMO level (alpha / beta): -8.4 / -8.4 eV

Population analysis type Löwdin, resulting atomic charges in e:
1 C -0.10
2 C -0.37
3 C -0.74
4 N 0.01
5 N -0.01
6 O -0.04
7 Cl 0.77
8 H 0.10
9 H 0.14
10 H 0.19
11 H 0.09
12 H 0.08
13 H -0.05
14 H -0.06

***

(10)
Molecular formula: C3H7ClN2S
Method: DFT, the ωB97M-V functional and the def2-TZVPD basis

```
14
C3H7ClN2S the ωB97M-V functional and the def2-TZVPD basis
H -1.14 2.30 -0.89
N -0.12 2.18 -0.86
C 0.16 1.00 -0.38
N 1.50 0.61 -0.27
S 2.18 -0.84 -0.93
C -0.93 0.00 -0.01
C -0.80 -1.01 1.08
Cl -1.25 -0.85 -1.66
H 2.10 1.38 -0.51
H 2.63 -1.38 0.23
H -1.91 0.52 0.06
H 0.10 -1.66 0.99
H -0.83 -0.51 2.09
H -1.67 -1.74 1.06
```

F_max: 2.2 eV/Å
Total charge: 0
Energy above the lowest of the compared OMol25 structures with the same formula, charge and spin: 48.0 kJ/mol
Molar mass: 138.62 g/mol
Kohn-Sham gap: 10.164 eV
SMILES: [H]/N=C(/NS)[C@H](C)Cl
Lowest unoccupied orbital energy: 0.57 eV
HOMO level: -9.6 eV

Population analysis type Löwdin, resulting atomic charges in e:
1 H 0.05
2 N 0.12
3 C -0.56
4 N -0.36
5 S 0.73
6 C -0.62
7 C -0.15
8 Cl 0.52
9 H 0.06
10 H -0.14
11 H 0.09
12 H 0.06
13 H 0.10
14 H 0.09

***

Q: Which value of molar mass does entry 9 give?
A: 122.55 g/mol